No. 1
The following is a quantum chemistry calculation of an isolated molecule of C20H22Cl2O3, from OMol25.

Values from the calculation:
Gap between HOMO and LUMO, Eh: 0.288
Calculated total energy, eV: -52283.4777
HOMO level, eV: -9.18
E_LUMO, eV: -1.3

Structure (ORCA input):
```
! wB97M-V def2-TZVPD RIJCOSX def2/J DEFGRID3
* xyz 0 1
C 6.361 -1.967 1.317
C 6.263 -1.363 -0.096
O 6.129 0.042 -0.122
C 4.929 0.540 0.428
C 3.669 0.193 -0.354
C 2.427 0.748 0.376
C 1.954 2.095 -0.170
C 0.964 1.986 -1.337
C -0.279 1.229 -0.946
C -0.513 -0.057 -1.468
C -1.630 -0.794 -1.074
C -2.526 -0.226 -0.169
C -2.313 1.055 0.344
C -1.185 1.781 -0.035
C -3.285 1.602 1.312
O -3.028 2.542 2.020
C -4.612 0.962 1.369
C -4.848 -0.255 0.876
C -6.156 -0.913 0.982
Cl -6.861 -0.892 2.565
C -6.796 -1.450 -0.052
C -6.280 -1.465 -1.454
Cl -8.344 -2.177 0.149
C -3.711 -1.010 0.266
O -3.749 -2.204 0.139
H 5.586 -2.713 1.468
H 6.307 -1.200 2.080
H 7.316 -2.471 1.432
H 5.475 -1.856 -0.666
H 7.190 -1.569 -0.622
H 4.804 0.235 1.468
H 5.043 1.624 0.439
H 3.735 0.586 -1.364
H 3.580 -0.890 -0.380
H 1.643 -0.005 0.368
H 2.686 0.890 1.424
H 1.497 2.663 0.637
H 2.830 2.648 -0.506
H 0.698 2.980 -1.688
H 1.453 1.476 -2.165
H 0.196 -0.462 -2.173
H -1.790 -1.787 -1.463
H -1.025 2.764 0.381
H -5.382 1.530 1.869
H -7.097 -1.637 -2.142
H -5.764 -0.539 -1.692
H -5.559 -2.269 -1.574
*
```


No. 2
The following is a quantum chemistry calculation of a structure of composition C31H73AsIrN10OS, from OMol25.

Values from the calculation:
Gap between HOMO and LUMO, Eh: 0.245
Calculated total energy, eV: -124768.8141
HOMO level, eV: -15.02
E_LUMO, eV: -8.4

Structure (ORCA input):
```
! wB97M-V def2-TZVPD RIJCOSX def2/J DEFGRID3
* xyz 3 1
Ir 0.429 0.511 0.156
C 5.894 0.935 0.921
N 4.476 1.111 1.253
C 4.223 2.193 2.192
C 3.500 0.437 0.621
N 2.372 1.067 0.245
C 2.545 2.381 -0.382
C 1.464 3.315 0.085
N 0.163 2.569 0.128
C -0.566 2.941 1.373
C 0.055 2.162 2.508
N -0.129 0.734 2.203
C -0.713 0.053 3.202
N -0.397 0.331 4.492
C -1.414 0.523 5.528
C 0.950 0.729 4.878
N -1.639 -0.902 2.990
C -2.018 -1.879 4.012
C -2.478 -0.935 1.805
C -0.660 2.852 -1.074
C 0.031 2.244 -2.270
N 0.436 0.860 -1.944
C 0.696 0.073 -2.981
N 0.513 -1.277 -2.824
C -0.812 -1.735 -2.406
C 1.295 -2.206 -3.634
N 1.092 0.534 -4.183
C 0.590 -0.049 -5.431
C 2.024 1.640 -4.380
N 3.730 -0.838 0.242
C 4.737 -1.677 0.886
C 3.327 -1.249 -1.106
H 6.325 1.921 0.748
H 6.005 0.355 0.011
H 6.441 0.457 1.733
H 4.892 2.077 3.045
H 3.200 2.150 2.549
H 4.416 3.172 1.746
H 2.456 2.239 -1.458
H 3.539 2.785 -0.200
H 1.361 4.175 -0.577
H 1.674 3.695 1.082
H -1.610 2.655 1.247
H -0.516 4.022 1.521
H -0.409 2.453 3.449
H 1.116 2.403 2.579
H -2.410 0.437 5.105
H -1.307 1.529 5.939
H -1.302 -0.193 6.342
H 1.624 0.632 4.031
H 1.300 0.081 5.684
H 0.974 1.759 5.241
H -1.220 -1.998 4.741
H -2.199 -2.835 3.522
H -2.932 -1.592 4.531
H -3.487 -0.591 2.049
H -2.540 -1.955 1.426
H -2.082 -0.303 1.020
H -0.807 3.929 -1.189
H -1.624 2.371 -0.914
H 0.878 2.869 -2.557
H -0.659 2.238 -3.117
H -1.396 -0.878 -2.079
H -0.756 -2.430 -1.572
H -1.320 -2.221 -3.245
H 0.760 -2.561 -4.517
H 1.558 -3.074 -3.033
H 2.220 -1.729 -3.950
H -0.259 -0.697 -5.236
H 1.368 -0.602 -5.958
H 0.249 0.765 -6.072
H 2.686 1.739 -3.522
H 1.520 2.588 -4.577
H 2.641 1.404 -5.246
H 5.683 -1.683 0.344
H 4.363 -2.698 0.913
H 4.913 -1.335 1.902
H 3.932 -0.734 -1.859
H 2.274 -1.047 -1.286
H 3.505 -2.317 -1.208
C -4.697 2.761 0.270
C -5.058 1.375 -0.248
As -3.574 0.528 -1.213
C -4.276 -1.310 -1.356
C -5.351 -1.579 -2.402
C -3.761 1.286 -3.026
C -5.146 1.707 -3.502
H -5.531 3.212 0.807
H -4.435 3.439 -0.546
H -3.848 2.718 0.958
H -5.927 1.422 -0.905
H -5.324 0.704 0.572
H -4.662 -1.534 -0.358
H -3.417 -1.969 -1.509
H -6.244 -0.982 -2.221
H -5.650 -2.627 -2.376
H -4.998 -1.364 -3.411
H -3.317 0.549 -3.702
H -3.096 2.155 -3.043
H -5.842 0.873 -3.542
H -5.081 2.130 -4.505
H -5.575 2.476 -2.859
C 0.603 -4.919 -0.890
C 0.264 -4.307 0.455
S 1.206 -2.815 0.874
O 0.315 -1.630 0.433
C 1.015 -2.908 2.678
C 2.266 -2.516 3.444
H 0.024 -5.835 -1.010
H 1.658 -5.188 -0.948
H 0.354 -4.266 -1.720
H 0.521 -5.011 1.247
H -0.791 -4.042 0.563
H 0.696 -3.915 2.938
H 0.194 -2.229 2.861
H 3.098 -3.182 3.225
H 2.069 -2.590 4.514
H 2.566 -1.492 3.223
*
```


No. 3
The following is a quantum chemistry calculation of a cluster of 2 separate species, C4H9NO2 in total, from OMol25.

Values from the calculation:
Gap between HOMO and LUMO, Eh: 0.396
Calculated total energy, eV: -9878.5723
HOMO level, eV: -10.12
E_LUMO, eV: 0.7

Structure (ORCA input):
```
! wB97M-V def2-TZVPD RIJCOSX def2/J DEFGRID3
* xyz 0 1
C 0.195 -1.887 0.827
C 1.296 -0.885 1.146
N 0.895 0.480 0.828
C 0.114 1.260 1.321
O -0.609 2.104 1.701
H -0.074 -1.832 -0.232
H 0.533 -2.902 1.061
H -0.702 -1.681 1.421
H 1.582 -0.935 2.203
H 2.190 -1.102 0.556
C -1.210 1.382 -1.895
O -0.149 0.456 -1.997
H -0.962 2.359 -2.338
H -2.060 0.968 -2.445
H -1.528 1.550 -0.856
H 0.488 0.666 -1.302
*
```


No. 4
The following is a quantum chemistry calculation of a cluster of 9 separate species, H18O9 in total at a distorted geometry, from OMol25.

Values from the calculation:
Gap between HOMO and LUMO, Eh: 0.381
Calculated total energy, eV: -18716.9171
HOMO level, eV: -10.24
E_LUMO, eV: 0.1

Structure (ORCA input):
```
! wB97M-V def2-TZVPD RIJCOSX def2/J DEFGRID3
* xyz 0 1
O 0.525 -1.803 -0.444
H 1.012 -2.132 0.322
H -0.106 -1.038 -0.128
O -2.107 2.660 0.034
H -2.632 2.860 0.862
H -2.670 3.125 -0.569
O 0.985 1.197 2.985
H 1.131 0.300 2.627
H 1.026 1.195 4.004
O -0.633 3.046 -2.483
H 0.282 3.521 -2.476
H -0.830 2.647 -1.650
O 3.391 0.778 0.964
H 3.281 1.141 1.845
H 2.782 1.190 0.443
O -3.333 -2.146 2.236
H -4.181 -2.698 2.073
H -2.860 -2.068 1.448
O 0.993 -2.214 -2.812
H 0.426 -1.808 -3.574
H 1.826 -2.450 -3.317
O 4.336 -0.936 -0.069
H 4.539 -0.069 -0.195
H 3.948 -1.096 0.816
O -3.704 -0.835 -0.646
H -3.476 -1.723 -0.667
H -3.952 -0.645 -1.630
*
```


No. 5
The following is a quantum chemistry calculation of a cluster of 2 separate species, C5H15NP in total at a distorted geometry, from OMol25.

Values from the calculation:
Gap between HOMO and LUMO, Eh: 0.433
Calculated total energy, eV: -16197.9356
HOMO level, eV: -14.77
E_LUMO, eV: -3.0

Structure (ORCA input):
```
! wB97M-V def2-TZVPD RIJCOSX def2/J DEFGRID3
* xyz 1 1
C 3.339 1.444 -0.248
C -2.695 -1.486 -1.323
C 2.428 0.215 -0.424
C 1.443 -0.017 0.547
C -1.670 -1.134 -0.275
N 0.304 0.554 0.685
P -2.162 0.056 0.972
H 4.061 1.608 -0.976
H 2.696 2.301 -0.217
H 3.815 1.499 0.745
H -2.897 -0.578 -1.705
H -2.024 -1.956 -2.055
H -3.629 -2.065 -1.038
H 1.952 0.508 -1.397
H 3.046 -0.627 -0.663
H 1.654 -0.801 1.293
H -1.419 -2.078 0.255
H -0.732 -0.749 -0.697
H -1.745 1.225 0.789
H 0.256 1.303 0.008
H -2.195 -0.099 2.353
H -3.552 0.121 0.922
*
```


Look up the HOMO level of the first one.
-9.18 eV


The lowest HOMO level belongs to which entry?
C31H73AsIrN10OS